Record 1
Formula: C37H36Cl3F5IO2PSi2V
Source: the Open Molecules 2025 dataset
Level of theory: ωB97M-V/def2-TZVPD

Atoms and positions in Å:
V1 -0.141 -0.969 1.219
Cl1 -0.171 -4.114 3.392
Si1 -1.159 -3.155 1.879
Cl2 -3.135 -3.077 2.392
Cl3 -1.015 -4.377 0.222
O1 1.424 -1.517 0.574
P1 2.553 -0.898 -0.419
C1 2.482 0.873 -0.163
C2 3.407 1.547 0.630
C3 3.240 2.902 0.882
C4 2.149 3.578 0.354
C5 1.223 2.909 -0.435
C6 1.385 1.558 -0.691
C7 2.298 -1.295 -2.029
C8 2.241 -2.780 -2.369
C9 3.282 -3.135 -3.401
C10 3.761 -2.215 -4.246
C11 3.422 -0.807 -4.139
C12 2.776 -0.370 -3.039
C13 4.060 -1.541 0.328
C14 5.237 -1.313 -0.389
C15 6.444 -1.786 0.093
C16 6.479 -2.513 1.279
C17 5.308 -2.766 1.977
C18 4.096 -2.279 1.506
H1 4.246 1.016 1.060
H2 3.958 3.424 1.501
H3 2.012 4.632 0.562
H4 0.373 3.438 -0.845
H5 0.672 1.032 -1.320
H6 2.441 -3.366 -1.455
H7 3.599 -4.170 -3.469
H8 4.463 -2.518 -5.016
H9 3.752 -0.112 -4.899
H10 2.637 0.696 -2.890
H11 5.194 -0.783 -1.336
H12 7.356 -1.606 -0.461
H13 7.421 -2.893 1.651
H14 5.335 -3.345 2.892
H15 3.185 -2.478 2.051
C19 -2.018 -0.088 -2.414
C20 -3.234 -0.137 -1.479
C21 -3.536 -1.605 -1.142
C22 -4.461 0.455 -2.186
Si2 -2.840 0.766 0.117
O2 -1.537 -0.080 0.797
C23 -4.183 0.750 1.408
C24 -5.430 1.324 1.137
C25 -6.420 1.376 2.105
C26 -6.175 0.866 3.374
C27 -4.938 0.314 3.669
C28 -3.952 0.259 2.694
C29 -2.285 2.543 -0.070
C30 -2.349 3.299 -1.241
C31 -1.994 4.643 -1.247
C32 -1.561 5.252 -0.079
C33 -1.483 4.516 1.097
C34 -1.849 3.180 1.099
H16 -2.233 -0.635 -3.335
H17 -1.136 -0.565 -1.972
H18 -1.737 0.930 -2.693
H19 -3.813 -2.143 -2.053
H20 -4.357 -1.702 -0.427
H21 -2.663 -2.111 -0.724
H22 -4.609 -0.058 -3.141
H23 -4.363 1.523 -2.396
H24 -5.367 0.309 -1.594
H25 -5.632 1.752 0.160
H26 -7.380 1.819 1.874
H27 -6.946 0.908 4.133
H28 -4.737 -0.075 4.660
H29 -2.993 -0.176 2.943
H30 -2.686 2.847 -2.167
H31 -2.059 5.214 -2.165
H32 -1.286 6.300 -0.083
H33 -1.144 4.985 2.012
H34 -1.797 2.621 2.028
F1 -0.765 -0.620 3.991
C35 0.216 -0.201 3.134
F2 0.102 1.163 3.033
C36 1.557 -0.454 3.842
F3 2.551 0.113 3.147
F4 1.801 -1.767 3.930
F5 1.566 0.052 5.076
I1 0.095 -2.513 -4.624
C37 0.840 -3.266 -2.763
H35 0.822 -4.349 -2.880
H36 0.107 -2.966 -2.018

Values from the calculation:
E_LUMO (spin up / spin down) ... -1.29 / -0.81 eV
Expectation value of S² ... 0.770
Maximum force ... 0.30 eV/Å
E_tot ... -5624.21500 Eh
2S+1 ... 2
Energy above the lowest of the compared OMol25 structures with the same formula, charge and spin ... 0.730 eV

Record 2
Formula: C23H37O3Zr
Source: the Open Molecules 2025 dataset
Level of theory: ωB97M-V/def2-TZVPD

Atoms and positions in Å:
O1 -0.156 -0.196 -2.503
C1 0.951 -0.455 -3.466
C2 0.349 0.497 -4.467
H1 0.884 -1.499 -3.776
H2 1.935 -0.195 -3.050
C3 -0.815 0.679 -3.522
H3 -0.173 -0.014 -5.244
H4 0.991 1.339 -4.765
C4 -2.073 -0.019 -4.007
H5 -1.907 -1.099 -4.110
H6 -2.357 0.364 -4.996
H7 -2.907 0.154 -3.319
C5 -0.969 2.116 -3.158
H8 0.008 2.597 -3.104
H9 -1.500 2.256 -2.218
H10 -1.534 2.623 -3.946
Zr1 0.364 0.027 -0.203
C6 1.059 1.937 1.074
C7 2.225 1.100 0.956
C8 2.592 1.038 -0.421
H11 2.830 0.728 1.783
C9 1.638 1.806 -1.169
C10 0.671 2.353 -0.249
H12 -0.136 3.035 -0.486
H13 0.649 2.324 2.001
H14 3.489 0.563 -0.814
H15 1.749 2.080 -2.221
C11 -1.271 -0.511 1.569
C12 -1.610 0.802 0.871
C13 -2.122 0.499 -0.392
H16 -1.720 1.724 1.418
C14 -2.016 -0.924 -0.624
C15 -1.390 -1.531 0.455
H17 -1.267 -2.592 0.648
H18 -1.967 -0.730 2.400
H19 -2.587 1.209 -1.068
H20 -2.405 -1.432 -1.509
O2 0.767 -1.111 -6.241
C16 0.128 -0.265 -7.301
C17 0.446 -0.856 -8.673
H21 0.496 0.774 -7.215
H22 -0.963 -0.236 -7.115
C18 1.445 -1.997 -8.389
H23 0.835 -0.081 -9.338
H24 -0.469 -1.237 -9.130
C19 1.383 -2.248 -6.871
H25 2.456 -1.681 -8.661
H26 1.234 -2.914 -8.943
H27 2.378 -2.348 -6.423
H28 0.789 -3.142 -6.629
C20 -0.834 0.716 4.102
C21 0.107 -0.367 3.594
C22 1.512 -0.043 4.046
C23 -0.286 -1.707 4.188
O3 0.095 -0.475 2.123
H29 -0.657 0.834 5.178
H30 -1.890 0.439 3.981
H31 -0.650 1.686 3.625
H32 1.544 -0.083 5.145
H33 2.237 -0.769 3.664
H34 1.807 0.969 3.750
H35 -1.315 -1.982 3.928
H36 0.405 -2.491 3.853
H37 -0.218 -1.649 5.282

Values from the calculation:
E_LUMO (spin up / spin down) ... -3.05 / -3.18 eV
Maximum force ... 2.83 eV/Å
E_tot ... -1171.00632 Eh
2S+1 ... 1
Energy above the lowest of the compared OMol25 structures with the same formula, charge and spin ... 0.000 eV
Total charge ... +1

Record 3
Formula: C4H4N4
Source: the Open Molecules 2025 dataset
Level of theory: ωB97M-V/def2-TZVPD

Atoms and positions in Å:
C1 -1.683 1.116 2.073
N1 -0.877 1.179 1.088
N2 -0.539 -0.161 0.769
C2 0.256 -0.265 -0.196
C3 0.666 -1.571 -0.796
N3 1.388 -1.342 -1.825
C4 1.492 0.056 -1.914
N4 0.795 0.767 -1.077
H1 -2.082 2.052 2.568
H2 -1.969 0.198 2.509
H3 0.532 -2.600 -0.425
H4 2.020 0.572 -2.775

Values from the calculation:
E_LUMO ... -1.27 eV
Maximum force ... 2.59 eV/Å
SMILES ... C=N/N=C1/C=NC=N1
E_tot ... -373.74813 Eh
2S+1 ... 1
Energy above the lowest of the compared OMol25 structures with the same formula, charge and spin ... 2.633 eV

Record 4
Formula: C6H11N
Source: the Open Molecules 2025 dataset
Level of theory: ωB97M-V/def2-TZVPD

Atoms and positions in Å:
C1 0.916 2.979 -1.120
C2 0.668 1.953 -0.303
N1 1.194 0.685 -0.555
C3 1.320 -0.364 0.429
C4 -0.049 -0.816 0.990
C5 -0.731 -1.746 0.305
C6 -2.182 -1.993 0.329
H1 1.507 2.801 -2.010
H2 0.525 3.963 -0.917
H3 0.202 2.050 0.671
H4 1.380 0.474 -1.522
H5 1.879 -0.008 1.304
H6 1.849 -1.142 -0.119
H7 -0.574 -0.106 1.620
H8 -0.140 -2.513 -0.198
H9 -2.684 -1.235 0.949
H10 -2.555 -2.878 0.855
H11 -2.525 -2.105 -0.706

Values from the calculation:
E_LUMO ... 1.16 eV
Maximum force ... 2.33 eV/Å
SMILES ... C=CNC/C=C/C
E_tot ... -289.89547 Eh
2S+1 ... 1
Energy above the lowest of the compared OMol25 structures with the same formula, charge and spin ... 2.074 eV

Record 5
Formula: C4H8O2
Source: the Open Molecules 2025 dataset
Level of theory: ωB97M-V/def2-TZVPD

Atoms and positions in Å:
C1 -2.108 0.505 -0.105
O1 -1.157 0.154 0.874
C2 -0.278 -0.840 0.474
C3 1.077 -0.525 0.163
O2 1.777 -1.580 0.384
C4 1.698 0.753 -0.270
H1 -2.706 -0.367 -0.411
H2 -2.771 1.252 0.339
H3 -1.633 0.932 -1.002
H4 0.670 -1.903 0.923
H5 -0.697 -1.561 -0.241
H6 2.541 1.016 0.375
H7 0.960 1.558 -0.260
H8 2.086 0.624 -1.287

Values from the calculation:
E_LUMO ... 0.86 eV
Maximum force ... 0.31 eV/Å
E_tot ... -307.55714 Eh
2S+1 ... 1
Energy above the lowest of the compared OMol25 structures with the same formula, charge and spin ... 4.226 eV

Record 6
Formula: C34H71N4O11
Source: the Open Molecules 2025 dataset
Level of theory: ωB97M-V/def2-TZVPD

Atoms and positions in Å:
C1 -0.538 4.280 -1.814
N1 -0.041 3.016 -2.374
C2 1.013 2.344 -1.657
N2 0.405 1.485 -0.595
C3 0.065 2.038 0.589
N3 -0.728 1.363 1.446
N4 0.556 3.283 0.912
C4 1.864 3.016 1.605
C5 2.596 4.305 1.972
O1 3.822 4.439 1.266
C6 3.987 5.495 0.408
C7 2.899 5.726 -0.604
O2 4.988 6.138 0.455
H1 -1.460 4.114 -1.255
H2 0.189 4.779 -1.176
H3 -0.778 4.955 -2.632
H4 0.334 3.227 -3.289
H5 1.471 1.642 -2.349
H6 1.813 2.978 -1.267
H7 1.025 0.685 -0.434
H8 -0.518 0.409 1.695
H9 -1.647 1.693 1.730
H10 -0.090 3.744 1.548
H11 2.460 2.457 0.888
H12 1.696 2.431 2.511
H13 2.861 4.276 3.027
H14 1.957 5.178 1.827
H15 3.289 5.492 -1.592
H16 2.597 6.770 -0.565
H17 2.026 5.108 -0.411
C8 5.892 2.001 -1.120
C9 4.667 1.131 -1.098
O3 3.686 1.443 -0.446
C10 4.708 -0.133 -1.906
H18 5.743 2.877 -0.493
H19 6.752 1.437 -0.754
H20 6.109 2.312 -2.143
H21 5.522 -0.776 -1.568
H22 4.879 0.098 -2.959
H23 3.768 -0.671 -1.805
C11 -2.657 -0.741 4.383
C12 -3.396 -0.409 3.116
O4 -3.185 0.636 2.525
C13 -4.393 -1.401 2.595
H24 -1.972 0.065 4.644
H25 -3.366 -0.889 5.199
H26 -2.102 -1.672 4.248
H27 -5.176 -1.563 3.338
H28 -3.900 -2.355 2.400
H29 -4.827 -1.034 1.670
C14 -4.807 1.088 -0.917
C15 -4.729 -0.321 -1.453
O5 -4.822 -1.283 -0.722
C16 -4.535 -0.469 -2.939
H30 -4.940 1.072 0.163
H31 -3.888 1.627 -1.160
H32 -5.641 1.617 -1.381
H33 -3.608 0.021 -3.243
H34 -5.364 -0.002 -3.473
H35 -4.497 -1.521 -3.207
C17 -6.895 -3.629 -2.144
C18 -7.583 -3.241 -3.428
O6 -7.331 -2.188 -3.976
C19 -8.588 -4.208 -3.997
H36 -6.213 -2.836 -1.854
H37 -7.633 -3.775 -1.353
H38 -6.343 -4.561 -2.278
H39 -9.390 -4.379 -3.278
H40 -8.109 -5.167 -4.202
H41 -9.007 -3.809 -4.918
C20 7.132 -4.316 -0.044
C21 7.748 -3.087 -0.663
O7 7.347 -2.649 -1.719
C22 8.883 -2.435 0.088
H42 6.332 -4.686 -0.682
H43 7.889 -5.093 0.079
H44 6.732 -4.079 0.943
H45 9.703 -3.144 0.215
H46 8.548 -2.128 1.080
H47 9.239 -1.568 -0.462
C23 0.220 2.812 7.577
C24 -0.806 2.263 6.620
O8 -0.640 1.209 6.044
C25 -2.056 3.083 6.418
H48 1.068 2.135 7.643
H49 0.562 3.792 7.240
H50 -0.221 2.933 8.567
H51 -1.797 4.074 6.040
H52 -2.575 3.214 7.368
H53 -2.717 2.586 5.711
C26 6.956 -4.649 -4.191
C27 5.732 -5.531 -4.145
O9 4.768 -5.240 -3.472
C28 5.765 -6.793 -4.973
H54 6.800 -3.785 -3.553
H55 7.827 -5.206 -3.839
H56 7.145 -4.326 -5.216
H57 6.597 -7.425 -4.658
H58 5.909 -6.546 -6.026
H59 4.831 -7.337 -4.853
C29 -8.876 0.596 -4.724
C30 -9.122 1.068 -6.135
O10 -10.220 1.388 -6.522
C31 -7.917 1.114 -7.046
H60 -9.813 0.609 -4.170
H61 -8.475 -0.419 -4.733
H62 -8.156 1.251 -4.229
H63 -7.476 0.119 -7.130
H64 -7.161 1.786 -6.635
H65 -8.215 1.464 -8.031
C32 1.091 -1.213 7.024
C33 2.431 -1.885 7.198
O11 2.961 -1.987 8.278
C34 3.086 -2.423 5.944
H66 0.725 -0.876 7.991
H67 1.176 -0.357 6.357
H68 0.372 -1.913 6.594
H69 3.247 -1.613 5.230
H70 2.442 -3.169 5.475
H71 4.040 -2.878 6.197

Values from the calculation:
E_LUMO ... -3.77 eV
Maximum force ... 2.26 eV/Å
E_tot ... -2384.48492 Eh
2S+1 ... 1
Total charge ... +1

Record 7
Formula: C3H15NO3
Source: the Open Molecules 2025 dataset
Level of theory: ωB97M-V/def2-TZVPD

Atoms and positions in Å:
C1 0.921 1.690 0.253
N1 1.619 0.382 -0.106
C2 3.121 0.588 0.020
C3 1.313 0.012 -1.493
H1 1.077 2.193 1.267
H2 1.332 2.402 -0.463
H3 -0.111 1.426 -0.067
H4 3.625 -0.400 -0.039
H5 3.358 0.891 1.095
H6 3.446 1.259 -0.777
H7 2.037 -0.817 -1.760
H8 0.249 -0.393 -1.709
H9 1.535 0.869 -2.021
O1 -2.991 0.685 -1.050
H10 -3.515 0.529 -1.816
H11 -3.233 0.039 -0.392
O2 -0.192 -1.212 1.304
H12 -0.282 -1.528 2.210
H13 0.664 -0.646 1.263
O3 -2.883 -1.835 0.814
H14 -1.842 -1.791 1.027
H15 -3.267 -1.551 1.701

Values from the calculation:
E_LUMO ... 0.71 eV
Maximum force ... 3.46 eV/Å
SMILES ... CN(C)C.O.O.O
E_tot ... -403.71238 Eh
2S+1 ... 1
Energy above the lowest of the compared OMol25 structures with the same formula, charge and spin ... 2.037 eV

Record 8
Formula: C7H14FN3NbO5P2
Source: the Open Molecules 2025 dataset
Level of theory: ωB97M-V/def2-TZVPD

Atoms and positions in Å:
C1 2.985 -0.006 0.494
C2 1.678 0.122 0.403
Nb1 0.335 -1.235 -0.756
F1 1.947 -1.613 -1.953
C3 0.877 -2.891 0.617
C4 -0.185 -3.590 0.927
N1 -0.757 -2.657 -1.984
C5 0.033 -3.458 -2.370
O1 0.749 -4.384 -2.573
P1 -1.646 -0.709 0.775
O2 -3.098 -0.528 -0.018
O3 -1.372 0.680 1.643
P2 -0.300 0.719 -2.345
N2 -0.529 0.274 -3.832
O4 -1.637 1.509 -1.832
O5 0.857 1.877 -2.371
H1 3.497 -0.930 0.301
H2 3.574 0.843 0.803
H3 1.264 0.972 0.935
H4 1.879 -3.019 0.971
H5 -0.554 -4.369 0.267
H6 -0.799 -3.346 1.794
H7 -3.115 -1.046 -0.826
H8 -2.193 1.014 2.017
H9 -0.406 -0.726 -3.893
H10 -1.468 1.812 -0.933
H11 1.416 1.671 -3.122
C6 -0.053 4.015 2.734
C7 -1.389 3.490 2.973
N3 -2.441 3.074 3.136
H12 0.092 4.930 3.305
H13 0.688 3.279 3.038
H14 0.073 4.228 1.675

Values from the calculation:
E_LUMO ... 1.60 eV
Maximum force ... 3.40 eV/Å
E_tot ... -1655.11273 Eh
2S+1 ... 1
Total charge ... -1

Record 9
Formula: C10H14NO2
Source: the Open Molecules 2025 dataset
Level of theory: ωB97M-V/def2-TZVPD

Atoms and positions in Å:
C1 1.900 2.360 0.625
C2 1.949 1.275 0.080
C3 -1.196 1.065 -0.327
C4 -0.456 -0.045 0.079
C5 -2.531 0.676 -0.076
C6 -3.782 1.417 -0.530
C7 1.958 -0.116 -2.000
C8 -0.815 -2.311 0.675
C9 2.434 -0.993 1.552
C10 1.844 0.011 -0.503
N1 -1.269 -0.983 0.384
O1 -2.593 -0.572 0.364
O2 2.148 -1.050 0.185
H1 1.932 3.315 1.146
H2 -0.981 2.001 -0.795
H3 -3.326 2.319 -1.090
H4 -4.200 0.692 -1.219
H5 -4.343 1.762 0.414
H6 1.226 -0.978 -2.321
H7 2.979 -0.374 -2.238
H8 1.716 0.828 -2.415
H9 -0.070 -2.526 -0.084
H10 -0.236 -2.109 1.589
H11 -1.741 -2.860 0.779
H12 3.399 -0.578 1.801
H13 2.396 -1.988 1.938
H14 1.657 -0.238 1.984

Values from the calculation:
E_LUMO (spin up / spin down) ... -4.31 / -4.31 eV
Maximum force ... 3.51 eV/Å
E_tot ... -594.18587 Eh
2S+1 ... 1
Energy above the lowest of the compared OMol25 structures with the same formula, charge and spin ... 7.560 eV
Total charge ... +1

Record 10
Formula: C7H28N14O7
Source: the Open Molecules 2025 dataset
Level of theory: ωB97M-V/def2-TZVPD

Atoms and positions in Å:
N1 -1.532 2.389 3.230
C1 -2.677 2.112 4.018
N2 -3.320 3.349 4.463
O1 -3.103 1.009 4.242
H1 -1.392 3.329 2.869
H2 -1.088 1.685 2.649
H3 -4.037 3.141 5.153
H4 -2.665 4.101 4.685
N3 1.964 -1.698 -3.643
C2 1.031 -2.328 -4.526
N4 1.710 -3.142 -5.565
O2 -0.187 -2.279 -4.514
H5 1.705 -0.994 -2.931
H6 2.864 -1.494 -4.092
H7 1.051 -3.721 -6.043
H8 2.430 -3.663 -5.058
N5 1.678 -4.167 -0.778
C3 0.424 -4.666 -1.248
N6 -0.516 -3.588 -1.547
O3 0.291 -5.827 -1.561
H9 2.338 -4.818 -0.385
H10 1.765 -3.166 -0.837
H11 -0.191 -2.620 -1.600
H12 -1.377 -3.814 -2.005
N7 -1.079 3.496 -1.369
C4 0.216 4.105 -1.505
N8 1.287 3.177 -1.615
O4 0.386 5.320 -1.530
H13 -1.232 2.500 -1.275
H14 -1.903 4.062 -1.227
H15 1.005 2.212 -1.684
H16 2.134 3.511 -2.055
N9 2.543 -0.171 5.298
C5 1.399 0.448 4.657
N10 0.626 1.381 5.406
O5 1.111 0.261 3.452
H17 3.099 -0.833 4.753
H18 2.798 0.053 6.260
H19 1.011 1.582 6.309
H20 -0.176 1.834 4.997
N11 -3.708 -0.517 -2.177
C6 -2.503 -0.011 -1.718
N12 -1.394 -0.509 -2.391
O6 -2.486 0.785 -0.756
H21 -4.613 -0.309 -1.767
H22 -3.616 -1.328 -2.778
H23 -0.490 -0.143 -2.109
H24 -1.376 -1.153 -3.160
N13 2.488 0.101 0.654
C7 1.258 0.046 -0.142
N14 0.012 0.105 0.521
O7 1.219 0.023 -1.393
H25 2.304 0.059 1.648
H26 3.342 0.349 0.187
H27 -0.848 0.285 -0.004
H28 0.018 0.149 1.535

Values from the calculation:
E_LUMO ... 0.26 eV
Maximum force ... 4.75 eV/Å
SMILES ... NC(N)=O.NC(N)=O.NC(N)=O.NC(N)=O.NC(N)=O.NC(N)=O.NC(N)=O
E_tot ... -1577.04930 Eh
2S+1 ... 1
Energy above the lowest of the compared OMol25 structures with the same formula, charge and spin ... 1.508 eV